#w
{
  "formula": "C2H6S2",
  "method": "ωB97M-V/def2-TZVPD",
  "homo_ev": -7.77,
  "total_charge": 0,
  "smiles": "CSSC",
  "symbols": ["C", "S", "S", "C", "H", "H", "H", "H", "H", "H"],
  "coordinates": [[-0.2093, -0.1077, -1.6161], [1.4506, 0.0712, -0.8468], [1.4191, 0.8797, 0.9250], [-0.1733, 0.0035, 1.7222], [-0.1861, -1.1335, -1.8095], [-1.1843, 0.1666, -1.1955], [-0.0801, 0.3458, -2.6135], [-1.0068, 0.8506, 1.5293], [-0.2715, -0.9396, 1.1981], [0.2416, -0.1367, 2.7067]]
}


#x
{
  "formula": "C2H6S2",
  "method": "ωB97M-V/def2-TZVPD",
  "homo_ev": -8.97,
  "total_charge": 0,
  "smiles": "CCSS",
  "symbols": ["C", "C", "S", "S", "H", "H", "H", "H", "H", "H"],
  "coordinates": [[2.1322, 0.6617, -0.9025], [0.6880, 0.7417, -0.4499], [0.4756, -0.4455, 0.8525], [-1.9069, -0.2898, -0.1566], [2.2853, -0.3586, -1.3064], [2.5537, 0.4931, 0.0737], [2.5179, 1.4214, -1.6370], [0.0511, 0.8292, -1.3477], [0.4643, 1.6527, 0.1250], [-1.8938, -0.6928, 1.0731]]
}


#y
{
  "formula": "C2H6S2",
  "method": "ωB97M-V/def2-TZVPD",
  "homo_ev": -8.82,
  "total_charge": 0,
  "smiles": "CCSS",
  "symbols": ["C", "C", "S", "S", "H", "H", "H", "H", "H", "H"],
  "coordinates": [[2.4958, 0.6733, -0.2605], [0.9937, 0.3998, -0.5318], [0.1281, -0.5529, 0.7199], [-1.9452, 0.0402, -0.2512], [3.0198, -0.2416, 0.0251], [2.5092, 1.3326, 0.6116], [2.9029, 1.1794, -1.1295], [0.9527, -0.0916, -1.5098], [0.5080, 1.3633, -0.6664], [-2.0525, -1.2461, 0.0336]]
}


Most stable: #y. Least stable: #x.


#w
{
  "formula": "C2H6S2",
  "method": "ωB97M-V/def2-TZVPD",
  "homo_ev": -9.41,
  "total_charge": 0,
  "smiles": "C=C.SS",
  "symbols": ["S", "S", "H", "H", "C", "C", "H", "H", "H", "H"],
  "coordinates": [[-0.1046, -1.6459, -0.5081], [-1.3149, -0.6009, 0.6600], [-0.5698, -1.6284, -1.7856], [-0.9553, 0.7146, 0.5502], [2.1260, 2.0325, -0.3333], [1.0503, 2.5762, 0.1908], [3.1032, 1.8768, 0.1093], [2.2393, 1.9804, -1.4127], [0.7262, 2.6767, 1.2221], [0.2300, 2.8655, -0.4613]]
}


#x
{
  "formula": "C2H6S2",
  "method": "ωB97M-V/def2-TZVPD",
  "homo_ev": -9.69,
  "total_charge": 0,
  "smiles": "C=C.SS",
  "symbols": ["S", "S", "H", "H", "C", "C", "H", "H", "H", "H"],
  "coordinates": [[-0.8097, 1.3925, 0.1420], [0.4743, 1.4600, -1.4873], [-1.9383, 1.7178, -0.4938], [0.2365, 0.2227, -1.9119], [0.7366, -3.0081, 0.9678], [-0.0044, -3.1076, 2.0536], [0.9999, -2.0518, 0.5279], [1.1279, -3.8563, 0.4178], [-0.3262, -2.2002, 2.5582], [-0.2017, -4.0458, 2.5506]]
}


Most stable: #x. Least stable: #w.


#w
{
  "formula": "C11H21N2O",
  "method": "ωB97M-V/def2-TZVPD",
  "homo_ev": -12.94,
  "total_charge": 1,
  "smiles": "CC/C=C(\\O)[N+](CC)(CC)CCC#N",
  "symbols": ["C", "C", "C", "C", "C", "C", "C", "C", "C", "C", "C", "N", "N", "O", "H", "H", "H", "H", "H", "H", "H", "H", "H", "H", "H", "H", "H", "H", "H", "H", "H", "H", "H", "H", "H"],
  "coordinates": [[1.5333, 2.2244, 0.6057], [2.7467, -1.2499, -0.8387], [1.3581, -0.8025, -0.1349], [-3.4276, 0.4669, -0.8890], [-1.3609, -1.6971, 1.2501], [3.9407, -1.7092, 0.0722], [0.1520, 2.4026, 1.0970], [-1.9135, -0.0296, -1.1500], [-1.2154, -0.2148, 1.2195], [-0.9683, 1.8940, 0.1128], [0.4325, -0.0035, -0.6046], [2.5966, 2.0740, 0.1954], [-0.8996, 0.4037, -0.0855], [0.5151, 0.6343, -1.7638], [2.3316, -2.0803, -1.2894], [3.1702, -0.5700, -1.5876], [1.2980, -1.3005, 0.8920], [-3.4071, 1.5242, -0.7571], [-3.9952, 0.2554, -1.8519], [-3.8157, -0.1042, -0.0506], [-1.2500, -2.1018, 2.2159], [-2.3345, -1.9396, 0.7159], [-0.7631, -2.2662, 0.4937], [4.3961, -0.7606, 0.3257], [3.5588, -2.1303, 0.9487], [4.6644, -2.4140, -0.4781], [0.0427, 3.4386, 1.2900], [0.1042, 1.7809, 2.0582], [-1.6007, 0.2867, -2.1388], [-2.0394, -1.1110, -1.0311], [-0.3979, 0.0822, 2.0777], [-2.0875, 0.2010, 1.7159], [-1.8824, 2.2370, 0.5553], [-0.7438, 2.2949, -0.9532], [1.2617, 0.2841, -2.2376]]
}


#x
{
  "formula": "C11H21N2O",
  "method": "ωB97M-V/def2-TZVPD",
  "homo_ev": -12.99,
  "total_charge": 1,
  "symbols": ["C", "C", "C", "C", "C", "C", "C", "C", "C", "C", "C", "N", "N", "O", "H", "H", "H", "H", "H", "H", "H", "H", "H", "H", "H", "H", "H", "H", "H", "H", "H", "H", "H", "H", "H"],
  "coordinates": [[-2.9706, 0.9633, -0.3897], [-1.0572, -2.9804, -0.6620], [-1.0992, -1.6760, -0.4333], [2.1619, 2.0627, 0.6370], [1.8362, -0.9063, -1.5616], [-1.3275, -0.4370, 2.1556], [-1.8104, 1.6904, -0.8885], [1.5377, 0.6487, 0.8557], [0.7341, 0.1214, -1.3495], [-0.6147, 1.5838, 0.0520], [-0.2529, -1.0020, 0.5368], [-3.8782, 0.4077, -0.0008], [0.2683, 0.3895, 0.0140], [0.8300, -1.6760, 1.0928], [-1.5771, -3.4810, -1.4860], [-0.4067, -3.6711, -0.0301], [-1.7543, -1.2019, -1.2165], [2.2153, 2.1973, -0.3729], [1.6509, 2.9287, 1.0586], [3.0504, 2.0530, 1.1351], [2.8380, -0.5340, -2.0680], [2.1130, -1.3441, -0.5796], [1.5088, -1.7815, -2.1238], [-2.4036, -0.4283, 1.7706], [-1.1147, -1.3613, 2.6329], [-0.8204, 0.4838, 2.6890], [-2.1793, 2.6710, -0.8180], [-1.5424, 1.2853, -1.7763], [1.1865, 0.6916, 1.8667], [2.3668, 0.0318, 0.6302], [-0.1285, -0.1676, -1.9090], [0.9687, 1.0699, -1.7495], [0.0504, 2.3634, -0.0658], [-0.9585, 1.7011, 1.1282], [0.5789, -2.6958, 1.2258]]
}


Most stable: #w. Least stable: #x.


#w
{
  "formula": "C3H8O",
  "method": "ωB97M-V/def2-TZVPD",
  "homo_ev": -8.65,
  "total_charge": 0,
  "symbols": ["C", "C", "C", "O", "H", "H", "H", "H", "H", "H", "H", "H"],
  "coordinates": [[1.9252, -0.6851, -0.4088], [0.7200, 0.2849, -0.4050], [-3.3769, 0.7161, 0.8590], [-2.1464, 0.2506, 0.6548], [1.8921, -1.3991, 0.4084], [2.0694, -1.2911, -1.3385], [2.8187, -0.1796, -0.3083], [1.0176, 1.2749, -0.5224], [0.3704, 0.2150, 0.5822], [0.0290, -0.0272, -1.1296], [-3.8479, -0.0479, 1.4471], [-1.4712, 0.8885, 0.1612]]
}


#x
{
  "formula": "C3H8O",
  "method": "ωB97M-V/def2-TZVPD",
  "homo_ev": [-7.24, -7.36],
  "total_charge": 0,
  "symbols": ["C", "C", "O", "C", "H", "H", "H", "H", "H", "H", "H", "H"],
  "coordinates": [[0.3113, 1.7996, 0.2140], [-0.2434, 0.4166, 0.2388], [0.6037, -0.5646, 0.2609], [0.2974, -1.8447, 0.2358], [1.2872, 1.8036, -0.2802], [-0.3572, 2.4664, -0.3405], [0.4366, 2.2240, 1.2209], [-0.8929, -0.5592, -1.5424], [-1.2644, 0.2027, 0.5489], [-0.6736, -1.3064, -1.4770], [1.1607, -2.4934, 0.2813], [-0.6655, -2.1444, 0.6394]]
}


#y
{
  "formula": "C3H8O",
  "method": "ωB97M-V/def2-TZVPD",
  "homo_ev": -9.81,
  "total_charge": 0,
  "smiles": "CC(C)O",
  "symbols": ["C", "C", "C", "O", "H", "H", "H", "H", "H", "H", "H", "H"],
  "coordinates": [[-0.1236, -0.8741, -0.9532], [0.4231, -0.2221, 0.3302], [-0.6669, 0.7750, 0.8860], [1.5809, 0.4615, 0.1090], [-0.3036, -0.0499, -1.6592], [-1.0500, -1.2743, -0.7175], [0.4939, -1.5810, -1.4633], [0.7485, -0.9420, 1.1697], [-0.6153, 1.8146, 0.6668], [-0.6113, 0.6577, 1.9661], [-1.6187, 0.4648, 0.5303], [1.7431, 0.7699, -0.8650]]
}


#z
{
  "formula": "C3H8O",
  "method": "ωB97M-V/def2-TZVPD",
  "homo_ev": -10.30,
  "total_charge": 0,
  "smiles": "CC(C)O",
  "symbols": ["C", "C", "C", "H", "H", "H", "H", "H", "H", "H", "H", "O"],
  "coordinates": [[1.2480, -0.4226, 0.0392], [0.0153, 0.3322, -0.4271], [-1.2883, -0.3428, 0.0332], [1.2366, -0.5151, 1.1312], [1.2627, -1.4374, -0.3677], [2.1485, 0.1033, -0.2965], [0.0185, 0.3739, -1.5161], [-1.3423, -0.3130, 1.1428], [-2.1569, 0.1991, -0.3612], [-1.3273, -1.4003, -0.2737], [0.1343, 1.7217, 0.9297], [0.0509, 1.7010, -0.0338]]
}


Most stable: #z. Least stable: #x.